Record 1
The following is a quantum chemistry calculation of the molecule C2H4OS3, from the Open Molecules 2025 dataset.

XYZ file:
```
10
Properties=species:S:1:pos:R:3:lowdin_charge:R:1
C 1.242 0.739 -0.028 -0.16
C 0.458 -0.464 0.242 -0.87
S 0.825 -2.007 0.968 0.65
S -1.334 -0.396 -0.204 0.23
O -1.436 -0.278 -1.638 -0.45
S -2.299 0.926 0.828 0.27
H 0.627 1.288 -0.761 0.08
H 2.231 0.454 -0.463 0.10
H 1.367 1.390 0.953 0.15
H -1.681 -1.653 0.102 0.01
```

Computed properties:
- energy (hartree) = -1348.30477
- charge = 0

Record 2
The following is a quantum chemistry calculation of C15H12As2BrF36NaO3 as an isolated structure, from the Open Molecules 2025 dataset.

XYZ file:
```
70
Properties=species:S:1:pos:R:3:lowdin_charge:R:1
Na 0.369 1.045 0.188 0.24
As 1.121 3.840 -3.106 0.80
F 0.852 5.032 -1.864 -0.26
F 2.873 4.022 -2.938 -0.27
F 1.529 2.598 -4.304 -0.27
F -0.591 3.612 -3.279 -0.26
F 1.112 5.049 -4.404 -0.29
F 1.169 2.554 -1.878 -0.26
As 2.614 -1.475 -2.532 0.81
F 1.538 -0.641 -1.423 -0.27
F 2.986 -0.031 -3.463 -0.25
F 3.714 -2.405 -3.593 -0.30
F 2.325 -2.963 -1.629 -0.27
F 1.258 -1.854 -3.578 -0.24
F 3.922 -1.025 -1.468 -0.28
Br 3.108 0.821 1.329 -0.28
C 1.168 -2.551 3.677 -0.07
C 0.520 -1.163 3.768 -0.43
C 1.248 -0.150 4.639 -0.31
F 0.790 1.137 4.560 0.06
F 1.333 -0.534 5.939 0.08
F 0.226 -0.686 2.555 0.11
F -0.699 -1.375 4.405 0.06
O 2.444 -2.452 3.121 0.00
C 3.056 -3.651 2.739 -0.51
C 4.351 -3.237 2.033 -0.31
F 5.057 -4.311 1.602 0.09
F 4.064 -2.447 1.002 0.10
F 3.278 -4.347 3.878 0.13
F 2.209 -4.312 1.933 0.16
H 0.460 -3.119 3.070 0.14
H 1.259 -2.962 4.687 0.14
H 2.265 -0.020 4.245 0.13
H 4.945 -2.652 2.743 0.17
C -1.992 3.231 1.544 -0.04
C -1.595 3.796 0.180 -0.45
C -1.612 5.327 0.228 -0.29
F -2.843 5.877 0.426 0.07
F -0.780 5.838 1.172 0.10
F -0.298 3.476 -0.038 0.10
F -2.305 3.316 -0.846 0.16
O -1.983 1.812 1.491 0.02
C -3.221 1.207 1.740 -0.51
C -3.135 -0.306 1.777 -0.28
F -4.386 -0.823 1.668 0.09
F -2.320 -0.799 0.835 0.13
F -3.653 1.634 2.947 0.14
F -4.060 1.608 0.770 0.16
H -2.988 3.648 1.729 0.14
H -1.431 3.556 2.419 0.16
H -1.264 5.689 -0.746 0.16
H -2.796 -0.647 2.756 0.17
C -1.702 -1.228 -2.873 -0.05
C -1.519 0.278 -2.785 -0.42
C -2.593 1.016 -3.651 -0.26
F -2.589 0.576 -4.947 0.07
F -3.838 0.783 -3.165 0.07
F -1.571 0.615 -1.460 0.10
F -0.308 0.638 -3.221 0.13
O -0.914 -1.935 -1.935 0.02
C -1.000 -3.292 -1.841 -0.53
C -0.087 -3.829 -0.728 -0.28
F -0.326 -3.265 0.475 0.09
F -0.187 -5.174 -0.591 0.08
F -2.312 -3.645 -1.615 0.10
F -0.664 -3.862 -2.998 0.16
H -1.394 -1.506 -3.884 0.15
H -2.759 -1.473 -2.746 0.14
H -2.383 2.087 -3.725 0.15
H 0.938 -3.571 -1.012 0.12
```

Computed properties:
- energy (hartree) = -11608.06042
- charge = -2